An isolated molecule of C2H3P3, computed with the ωB97M-V functional and the def2-TZVPD basis.

Net charge: 0
Gap between HOMO and LUMO (spin up / spin down) in eV: 7.51 / 6.94
Energy relative to the best compared isomer or geometry (same formula, charge and spin) in kcal/mol: 100.3
Maximum force in eV/Å: 2.9
Total energy in eV: -29983.2929

CARTESIAN COORDINATES (ANGSTROEM)
C 0.98 -1.41 1.39
C -0.46 0.61 -0.12
P -0.10 -0.21 1.52
P 0.24 1.29 -2.67
P -0.18 -0.41 -1.79
H 1.21 -2.13 2.09
H -1.65 0.65 -0.07
H -0.04 1.61 -0.35

Listed below, in e, are the natural (NBO) charges computed for each atom: -0.5723, -1.0369, 0.6747, 0.0200, 0.2380, 0.1734, 0.2530, 0.2500